Below is a 13-piece molecular cluster, C57H79FN12O2Si overall at a distorted geometry, with properties calculated with ωB97M-V/def2-TZVPD.

ORCA input file:
```
! RIJCOSX wB97M-V def2-TZVPD def2/J DEFGRID3
* xyz 0 1
C 1.12315 -1.74743 -4.64554
H 0.46507 -7.84241 5.70667
H -2.67160 7.40892 1.54197
H -0.72547 -10.00987 6.80713
H -0.49666 -5.67490 3.91616
C -0.21399 5.69916 0.26964
C -4.26136 10.92924 4.41655
C 0.72670 5.95609 5.95382
H -3.12449 -6.15410 9.18375
H -0.73839 0.25100 2.82496
H -8.43832 -2.96143 -1.18624
H 0.38345 -3.67579 0.34021
H 0.66345 -0.75587 3.25110
H 1.56943 0.66205 1.65433
H -7.21678 -2.90379 -3.11323
C -0.87934 -9.83440 3.52332
N 3.00670 11.34733 -0.54545
H -5.12208 8.39094 2.70617
H -7.37165 -1.53181 -1.02374
F 1.32551 -1.02065 0.61250
C 2.78221 5.05441 6.05814
H 8.01379 -1.23005 -4.19666
N -0.19300 -8.70513 3.87322
H -4.23069 11.97297 4.68083
C 6.00173 -0.50488 -4.62080
C 1.81906 5.81919 6.76871
H 1.52270 -1.33896 -2.47307
C -0.43313 -5.42652 2.86853
C 7.36535 -0.55311 -4.72730
C 2.01751 9.74194 -1.70159
C 2.09489 4.83509 -2.60852
C 2.45638 -5.30114 -9.83954
H -2.62801 -0.36372 1.42515
H -0.56247 1.70824 0.77878
C -0.95911 -6.17444 1.78081
H -1.70969 -5.48320 -5.68860
C 1.59828 -1.04104 -3.50610
H 1.30155 5.70570 1.83772
C -0.05304 -8.65804 5.23250
C -7.42317 -2.61093 -1.04459
H -2.22440 -2.74409 -0.09999
C 0.07429 -6.92506 9.24439
C -0.64159 6.76514 2.20263
H 2.82304 6.42106 -1.29740
H -1.50249 -7.10399 1.83541
C 7.75411 0.44829 -5.65880
C -0.02543 -0.47652 2.46618
H -5.58417 10.85010 2.62403
C -2.80390 -0.69469 0.40999
H 1.73128 -5.95563 -3.34339
H -4.80218 -3.47879 0.31078
C -1.27162 -4.66959 -3.79018
H 0.70422 -5.89266 7.51212
H 1.02677 -7.33731 9.53078
C 3.12031 3.15217 -1.54850
H 1.11074 -4.43212 -7.09000
O -5.37477 -2.41411 -2.45635
C -3.59898 9.86095 5.07939
H -3.67702 -0.18081 0.02757
H 2.41654 0.86718 -5.91918
H 3.40202 2.12838 -1.36424
H -0.72964 -1.29072 -1.34757
C 1.43980 -1.00019 -5.74958
N -0.04677 -6.13877 8.13053
C -3.02785 -2.22627 0.40465
H -0.21233 6.46095 6.10665
H 0.53085 -6.60776 -5.68340
C 0.75698 -5.64591 -3.68349
H 1.67000 9.13756 -2.52334
C 2.77912 10.87474 -1.80888
O -3.39635 -3.25590 -2.17176
H 1.21316 8.71430 0.12275
H -2.18376 -4.11857 -3.63950
C -1.34858 -5.74084 7.98847
H -0.52404 -1.39602 2.18092
H -2.96518 9.93167 5.94754
H 0.69578 -3.50082 2.81749
H 0.64729 1.25834 -0.43196
H -1.39719 -7.59126 10.70911
H 1.47155 5.29333 -3.35785
H -1.85321 0.78595 -1.71849
C -6.61139 -3.10087 -2.24229
H 8.75634 0.68317 -5.97621
H 6.46584 1.87757 -6.78521
H -0.86028 -5.71013 -0.40172
C -2.06776 -6.28210 9.01893
C -3.91372 8.70895 4.41165
N -4.73747 9.03925 3.36846
N -1.05991 -5.39820 -4.92770
H -0.02852 -4.34377 -2.03567
H 3.18029 -5.79208 -10.46820
C 1.34917 -4.51814 -10.26311
C 2.40366 10.52620 0.36875
H 3.75936 4.76088 6.40396
C -0.66296 -9.76469 5.75985
H 2.66316 0.90743 -3.41459
H -2.98701 -2.53705 1.44206
C 0.17572 -5.99218 -4.87323
Si -1.33811 -0.12868 -0.66841
C 2.24141 4.75295 4.83639
C 0.75533 0.04661 1.28345
C 0.17721 -4.31711 2.34417
H 3.53532 12.17080 -0.32277
H -5.06207 -1.80403 0.04745
N 0.03546 -4.36674 0.98366
N 0.99001 5.30150 4.78254
C 6.61367 1.07108 -6.08728
H 0.36046 5.23410 4.00096
C 2.44197 -5.32077 -8.47024
N 5.55191 0.48291 -5.45340
C 2.78797 5.37545 -1.55853
H -0.54411 7.17133 3.19686
H 4.07044 4.37969 -0.01593
C -4.37692 -2.61214 -0.17806
H -0.17819 -3.47678 -9.01413
H 2.63804 4.19680 4.00361
H -3.62434 7.68627 4.58615
H -1.72933 -11.44305 4.72884
H 5.31347 -1.08492 -4.02894
N 2.30392 3.48116 -2.59665
C -0.65088 -5.49482 0.63272
H -6.48146 -4.17718 -2.22543
H 0.15533 -8.01456 3.23006
C -0.16237 -4.80477 -2.99998
H 2.47089 10.72789 1.42414
C -4.95605 10.39085 3.36811
H 0.18610 5.14445 -0.56205
C -1.18777 -10.51343 4.67290
N 2.07919 0.13409 -5.32205
C 3.44051 4.30735 -0.88693
H -1.64901 -5.11064 7.16870
H 1.91565 2.82904 -3.25420
H 4.59014 0.73308 -5.57797
C -0.05094 0.87699 0.30822
C -1.73333 6.90335 1.38895
C 2.18257 0.10937 -3.95478
N 1.36880 -4.58493 -8.05074
C 0.32313 5.99918 1.49197
C 0.69947 -4.08909 -9.13650
H 0.61009 -2.69339 -4.64964
H -1.08969 -10.05658 2.49073
C 1.77864 9.52086 -0.31760
H 1.06373 -4.29561 -11.27779
H 1.26530 -1.17397 -6.79840
H -7.04855 -3.04230 -0.13423
H 3.10003 -5.79326 -7.76095
H 3.17668 11.38300 -2.67073
C -4.33943 -2.80640 -1.67201
H -2.09315 6.18287 -0.56513
C -1.16380 -7.03429 9.81712
H 1.91781 6.22308 7.76250
N -1.46651 6.24870 0.21628
*
```

Its gap between HOMO and LUMO is 8.3 eV. Its relative energy (zero: lowest compared OMol25 entry of this formula, charge and spin) is 61.3 kJ/mol. The value obtained for the lowest unoccupied orbital energy is 0.2143 eV. The calculation puts the calculated total energy at -92958.4532 eV.

---

Below is C57H80GeNNaO5P2SeSi as an isolated structure, with properties calculated with ωB97M-V/def2-TZVPD.

ORCA input file:
```
! RIJCOSX wB97M-V def2-TZVPD def2/J DEFGRID3
* xyz -2 1
C 3.29461 0.39869 -5.64384
C 4.94004 0.57132 -0.79730
H -2.20412 -1.82713 -0.49727
C 3.04886 3.25628 0.55747
P 0.93302 2.07870 1.89728
C 0.82608 -4.84694 -0.39441
H -3.83842 4.88352 1.06399
C 4.26773 0.33360 3.64901
H -3.22503 0.12365 -2.35917
H -0.90744 0.54787 3.56022
H 6.74290 -1.47031 -1.25814
H 3.58003 2.31859 3.28511
H -0.25454 2.58112 6.67745
H -0.29386 4.55173 -4.05852
C -2.91344 -3.81312 -0.24116
H 3.97715 2.99423 1.07057
H 4.40873 -1.45995 -5.61809
C 2.09256 1.02306 -4.94318
O -0.73282 -0.88910 -2.30732
C 1.54462 -4.51521 -1.52804
H -0.15667 -1.28424 -4.70340
C 6.59921 -0.61848 0.71426
O -6.36627 2.46664 2.95408
C -3.29253 4.02367 -5.97917
H 0.00919 1.97899 -7.43619
H 1.60774 -1.04000 -3.22600
H 1.74806 -5.25731 -2.29124
C 2.21899 0.98320 -3.42153
C -2.40341 3.39354 0.45828
H 0.14704 4.82444 1.62723
H 0.44135 -5.84857 -0.25214
H 0.67470 4.57015 3.65543
C 3.53277 -1.01805 -5.13320
H -3.51874 -5.89412 -0.21931
C 0.94693 -2.52779 0.37589
H -3.19195 4.92813 -6.58119
H -3.78096 1.40821 -1.25336
C -0.26208 4.44992 -5.14372
H 4.56279 -2.41301 -1.39740
Si 0.31339 -1.35602 1.73506
C -2.16332 -0.05876 1.54964
Ge -1.56363 3.12903 -5.78029
C 3.71752 -1.01307 -3.61618
C -3.53056 3.84872 1.10767
O -5.80256 4.61229 2.54709
H -2.57002 -6.34301 -2.47601
C 3.22062 5.74398 0.30569
H 2.17647 2.98009 4.87958
H -4.49193 0.87949 2.38923
O -0.77176 -0.27131 1.15370
C 1.85611 -0.49565 2.46043
H 3.03758 1.64146 -3.10029
C -4.32921 2.91372 1.81415
C 2.79255 -1.41625 2.94835
Na -0.52757 0.61072 -0.79188
C 1.70512 -2.21135 -0.76874
C -1.79665 1.62726 -4.55287
H -1.66877 1.72743 -7.92710
C -5.63013 3.37205 2.51387
H -4.01501 3.36505 -6.46336
C 0.25962 3.74204 4.23300
H -1.05851 2.94207 2.75936
C 4.02646 -0.57358 -0.34286
H 0.63476 4.28277 0.05509
H -0.64407 4.13866 4.71270
H -3.67987 4.29851 -4.99800
H 2.59739 -2.47979 2.84118
H 4.39052 1.50818 -0.90477
C -0.67016 1.40969 4.17868
C -0.96507 2.46135 -7.53179
H 2.52646 -2.97541 -2.60606
H -1.25212 -2.92074 2.85408
C 1.02771 4.66166 1.00342
H 2.59145 4.38563 -1.23624
H -0.98730 0.89842 -4.58340
C 1.23774 3.32347 5.32616
H -0.06938 -4.13363 1.38428
H -0.87520 3.27420 -8.25471
H 2.41828 3.99558 2.50419
H 2.67288 -1.64717 -5.39069
C 1.97792 -3.21131 -1.70248
H -0.62268 -1.71613 3.95977
H 3.14512 0.40155 -6.72760
H 4.18869 1.00301 -5.44647
H -2.71452 1.10416 -4.82454
H -3.33960 -3.57359 0.72735
H 3.95788 -2.01895 -3.26479
C -1.68984 -3.04886 -2.21363
H 0.40955 -3.08660 3.50749
C -1.84870 -4.35695 -2.75320
H 5.72996 1.33466 1.05852
H 3.90394 5.72639 1.16163
H 0.75176 4.18811 -5.44113
H 1.78693 6.55412 1.71895
H -1.24676 -2.66399 -4.93828
H 1.94397 2.04977 -5.28004
C -0.18530 2.59227 3.31879
H 3.83138 -0.39153 0.71829
H -1.62799 1.70659 4.62113
C -0.97637 -2.01444 -2.87826
C 3.31993 4.40674 -0.41972
H 1.19951 0.57669 4.90018
C 3.98094 -1.01988 3.54034
H 1.23365 6.58647 0.05755
C 1.95543 3.59252 1.59385
H 6.10793 -0.86889 1.65551
C -2.65117 1.24259 1.27040
H 3.54916 6.56661 -0.33449
H -0.50173 5.42169 -5.57964
H 0.37769 -2.93303 -4.31931
H -1.82388 4.08220 -0.15698
H 1.19320 0.46733 -5.23208
C -2.27196 -2.81332 -0.93269
P 2.30810 -0.49318 -1.06115
C 0.53671 -3.85906 0.53231
C -3.51138 1.17138 -2.28145
C 1.77711 5.98079 0.78744
H 4.58850 -0.39404 -3.38556
H 6.75458 -2.66692 0.01887
N -1.94259 2.14021 0.49331
C -0.47666 -2.24078 -4.28557
H 7.67030 -0.56375 0.92721
C 2.47579 -0.44392 -2.91980
C 0.64727 2.20537 6.17906
H 4.39914 -2.58210 0.32877
H 1.48352 4.18937 5.94977
C -0.34845 -2.38833 3.14338
C 6.08346 0.74272 0.21048
H -1.44059 -4.58879 -3.73046
C 3.35275 1.26395 3.18247
H 4.68588 -1.76257 3.89683
C -3.01681 -5.10789 -0.76985
H 5.35591 0.34737 -1.78059
H 1.30287 1.37447 -2.97167
H 1.34599 1.90807 6.96713
H -4.33465 1.41424 -2.94959
Se -1.97890 2.27874 -2.72168
C -2.48567 -5.35217 -2.03827
C 2.14165 0.87662 2.60514
O -2.70826 -0.98624 2.14787
H 6.89738 1.30853 -0.25430
H 2.74246 2.36434 0.00092
C -3.90067 1.61585 1.86368
C 0.28211 1.01025 5.30621
H 5.19834 0.66415 4.09719
C 6.29467 -1.72489 -0.29142
H 4.30254 4.27873 -0.88232
H -0.18735 0.22712 5.90917
C 4.77723 -1.91274 -0.44876
*
```

Its gap between HOMO and LUMO (spin up / spin down) is 3.2 / 3.7 eV. Its relative energy (zero: lowest compared OMol25 entry of this formula, charge and spin) is 0.0 kJ/mol. The value obtained for the lowest unoccupied orbital energy (spin up / spin down) is 3.2622 / 3.2645 eV. The calculation puts the calculated total energy at -224875.1890 eV.

---

Below is a 8-piece molecular cluster, C57H91BrF3N12O3 overall at a distorted geometry, with properties calculated with ωB97M-V/def2-TZVPD.

ORCA input file:
```
! RIJCOSX wB97M-V def2-TZVPD def2/J DEFGRID3
* xyz 1 1
H -3.86243 0.65087 -5.85291
H 1.18116 0.28976 6.69105
H -10.46732 -5.49934 -1.17693
H 7.22318 -4.28698 5.83524
H -2.42758 -1.52788 -5.67942
C 5.61897 2.44690 6.90110
C -7.40852 -1.01697 -2.25904
O 3.70468 3.92321 3.99517
H 9.37472 -5.33477 -0.96775
H -0.62629 1.31500 3.71059
H 2.74265 -0.77643 2.45163
H -9.65355 -6.70640 -3.22617
C 1.96665 -0.80550 -8.31620
N 7.66954 0.76470 7.73742
C -7.26662 -6.48351 -0.75642
N 2.07872 0.74223 -2.54403
H -5.86163 2.62365 -2.10228
H 5.17808 3.78525 9.32126
H 5.50826 2.36602 5.81471
C 3.19859 -1.63577 -8.66244
H -8.19125 -5.72078 -3.22223
H 8.21301 -4.26981 4.36334
C -11.47923 -1.36554 -2.59323
H 0.33013 5.08837 4.04806
H 2.45027 1.80359 6.69611
C -1.67858 -1.04075 -6.31330
H 7.62727 -1.89350 3.95887
H -10.28138 -0.10166 -1.33864
H -3.55631 2.61134 -0.73228
H -10.17335 -4.39687 -2.53513
H -3.04866 -0.55619 -7.90215
H -1.58636 0.42943 -7.89822
C 6.73970 1.52741 7.35824
H 2.09076 -1.49547 -2.88926
H 0.81649 1.76741 7.80584
C 8.50568 -3.38051 -1.30669
C -4.79227 0.70483 -0.94985
C 8.43118 -4.65639 0.83551
C 1.30307 2.51035 2.07010
H -0.95069 6.22525 3.26446
C 1.87438 1.94501 0.57736
H 2.74637 -0.35473 -4.29926
N 0.00528 3.27837 1.95539
H -0.41574 3.38640 2.93417
C 7.50342 -2.31536 4.96381
C 7.27373 -2.55025 -0.96045
H -8.33958 -1.56692 -2.70689
H 6.20857 -2.03201 6.68465
H 6.46387 -4.09177 4.24133
H -11.90275 0.96042 -3.89222
H -3.74788 1.52258 0.90397
C 3.01285 0.80539 0.67749
C -2.34280 -0.02998 -7.25020
H 3.83041 -0.57095 -2.76574
H 9.40144 -2.84096 -0.97550
H -2.31668 -0.30122 -0.67012
C 3.17156 -3.03077 -8.03484
C 6.09353 4.08025 8.79576
C -6.27827 -1.78912 -1.35615
C 6.32575 -1.63942 5.66866
H -8.02295 1.20790 -3.16694
C -11.33650 -0.37469 -1.44943
H 7.19931 -2.36691 0.11608
C -1.12417 2.60014 1.21795
H -4.24800 -1.49004 -0.08166
C 2.69144 -0.51746 -3.11812
C -0.66173 -0.33330 -5.43240
H 2.29576 -3.59109 -8.37994
H 0.95053 5.10518 0.93646
H 1.77011 -1.23262 0.91223
H 4.67877 2.12639 7.36301
N 3.08483 -2.81273 -5.26375
H -9.03247 -7.67809 -1.00344
H 3.48699 0.52072 -0.38375
O 4.52891 2.90756 -1.67885
N 2.52839 3.69194 3.71199
N 8.39191 -4.55748 2.09200
C 0.26154 2.90741 -1.47007
N 0.18190 0.25365 -4.70173
H -2.01488 2.31366 1.96226
H -12.10134 1.55764 -0.88595
C 0.60922 1.60800 -0.47507
H 0.12425 -0.26516 1.95662
H 3.26626 -1.73432 -9.75142
C -3.08672 1.07209 -6.50257
C -5.03658 -0.91990 -0.73218
C 0.46791 1.25303 4.18550
C -0.80898 1.26037 0.34932
H 0.03822 0.17351 -2.27820
C 0.11878 4.79294 1.68085
H 4.23158 -1.52264 -0.35584
C -7.22206 0.60254 -2.53385
H -1.88012 1.07912 -1.79740
N 3.98616 -2.09524 4.23597
C -11.77124 1.59148 -3.00761
C -2.07666 0.87246 -0.67145
C 1.33768 1.45305 6.78844
H 4.90727 -1.58812 1.49951
H -0.67150 2.76371 -2.15124
H -13.24265 0.58300 -1.81186
H 5.14602 4.54739 6.92611
C 5.04696 -1.88858 4.88566
H 8.42350 -2.10123 5.51857
C 0.95167 0.40812 -1.54447
H 1.24092 -0.61978 -1.08229
H 8.57334 -3.47907 -2.39567
H 4.06764 -3.59003 -8.32351
F 2.56996 6.53598 2.69709
H 0.57444 0.11039 4.51692
H 6.29649 5.13051 9.02803
N 1.45977 1.57342 3.18697
F 0.63084 7.82806 1.83532
F 1.03547 7.79046 4.20143
C 7.33642 -3.82710 4.84686
C 5.94390 3.89055 7.28959
H 0.09069 3.91109 -0.90329
H 2.36409 1.13681 3.36748
H -1.17116 -1.81640 -6.89635
H -3.56846 1.75334 -7.21111
H -0.71565 2.01819 5.97646
H 6.87180 4.20808 6.79830
C 8.47864 -4.77551 -0.67909
C -2.11921 -0.45470 2.09045
H -12.38558 2.48571 -3.15300
N -6.42299 -5.89656 -0.02574
C -3.35792 -0.72525 2.74139
C 0.09957 5.70347 3.08715
H -10.72155 1.90285 -2.95852
H 0.58267 3.27655 5.44627
H -6.43063 -2.94992 -1.16209
C 3.98584 -1.64415 0.78070
H 6.35686 -3.05263 -1.28936
H -1.64290 3.36764 0.46373
C -9.69161 -5.07812 -1.82659
C -12.18596 0.86609 -1.73139
H 7.32293 -1.57395 -1.45301
H -2.40884 1.67124 -5.88648
H 4.09436 -1.09621 -8.33126
C 3.12409 -2.91164 -6.52024
C -0.73920 -0.14439 1.21385
H 1.04978 -1.30788 -8.64511
H -7.77605 -7.96661 -2.22037
Br 4.70054 1.33183 1.71374
H 6.49935 -0.56059 5.73960
H -0.64652 -1.07300 0.46621
C -3.52141 1.53708 -0.24974
N -11.59779 -2.18754 -3.54212
H -4.49995 -0.74736 3.03586
H -11.66350 -0.85034 -0.51890
H 1.89223 -0.62216 -7.23967
N 2.44824 3.22766 -0.01040
H 1.13088 3.13575 -2.25605
H 3.55356 -2.75105 0.89927
C -5.94233 1.46616 -1.89393
C -8.28348 -7.19096 -1.63732
H -9.01374 -4.47897 -1.21050
H 6.92569 3.49289 9.19648
C 0.40404 2.11847 5.57425
C 1.17828 6.97445 2.95033
H 1.71537 1.32826 -3.32995
H -0.87438 5.22209 1.16302
H 7.60284 -5.33584 -1.02419
O 2.33704 3.55851 2.40936
C 3.48328 3.15838 -0.84064
C -8.94770 -6.18019 -2.57422
H 2.01585 0.17080 -8.80876
C 2.71529 -0.66771 1.28009
*
```

Its gap between HOMO and LUMO is 7.6 eV. The value obtained for the lowest unoccupied orbital energy is -2.8218 eV. The calculation puts the calculated total energy at -162764.3094 eV.